[1]
This record from OMol25 describes a molecular structure, C25H21N4O6S3Se2W. The level of theory is ωB97M-V with the def2-TZVPD basis set.

- LUMO level: -4.86 eV
- HOMO-LUMO gap: 6.05 eV
- Net charge: +1
- Spin multiplicity: 1
- Energy relative to the best compared isomer or geometry (same formula, charge and spin): 18.4 kcal/mol

Each line ends with the Löwdin charge.
Cartesian coordinates (Å):
1 W 0.1503 0.0289 -0.2891  1.3851
2 C 2.2935 1.6882 -3.5453  -0.3060
3 Se 2.2164 0.2529 -2.2322  0.9803
4 C 1.7289 -1.1480 -3.5082  -0.4761
5 C 0.2522 -1.2229 -3.8238  -0.4520
6 Se -0.8346 -1.5968 -2.2555  1.1061
7 C -0.3797 -3.4611 -2.0434  -0.3210
8 H 3.0415 1.3581 -4.2617  0.0436
9 H 2.6308 2.5784 -3.0243  0.0386
10 H 1.3347 1.8768 -4.0148  0.0312
11 H 2.1090 -2.0703 -3.0790  0.0481
12 H 2.2954 -0.9314 -4.4136  0.0866
13 H 0.0438 -2.0283 -4.5289  0.0911
14 H -0.1407 -0.2932 -4.2242  0.0677
15 H -0.7181 -3.9480 -2.9548  0.0492
16 H -0.9352 -3.8334 -1.1869  0.0480
17 H 0.6844 -3.5990 -1.8892  -0.0065
18 O -2.3978 -2.2497 1.9091  0.2018
19 C -1.9464 -1.4789 1.1273  -0.4913
20 O -0.6984 -1.5471 0.6172  -0.3979
21 C -2.6597 -0.2447 0.5727  -0.4785
22 O -3.7830 0.0787 0.7964  0.1912
23 O -1.8103 0.4146 -0.2111  -0.2825
24 O 0.2799 3.4185 -2.3977  -0.2448
25 S -0.5666 2.4989 -1.7099  0.6979
26 O -0.5317 1.0737 -2.1995  -0.5705
27 N 0.0143 2.1481 -0.2433  -0.2981
28 C -0.4319 2.7928 0.9325  -0.2542
29 C -0.7404 4.1177 1.0584  0.0201
30 C -1.1427 4.6280 2.3117  -0.0293
31 C -1.1857 3.8275 3.4168  -0.0020
32 C -0.8468 2.4594 3.3088  -0.1208
33 C -0.8029 1.5627 4.4013  0.0457
34 C -0.4192 0.2685 4.2017  0.0125
35 C -0.1180 -0.1688 2.9033  -0.0792
36 N -0.1915 0.6330 1.8644  -0.0802
37 C -0.5110 1.9497 2.0491  -0.1742
38 C -2.1947 3.1162 -1.8449  -0.2690
39 C -3.3049 2.2765 -1.8351  -0.0277
40 C -4.5538 2.8406 -2.0334  -0.0326
41 C -4.6806 4.2070 -2.2456  -0.0366
42 C -3.5600 5.0285 -2.2751  -0.0448
43 C -2.3029 4.4879 -2.0808  -0.0576
44 H -0.6475 4.7807 0.2084  0.1160
45 H -1.3921 5.6770 2.3934  0.1200
46 H -1.4540 4.2314 4.3840  0.1264
47 H -1.0598 1.9182 5.3916  0.1351
48 H -0.3545 -0.4380 5.0163  0.1270
49 H 0.1739 -1.1922 2.7103  0.1371
50 H -3.2007 1.2162 -1.6910  0.1011
51 H -5.4290 2.2056 -2.0233  0.1214
52 H -5.6617 4.6359 -2.4021  0.1184
53 H -3.6637 6.0888 -2.4611  0.1182
54 H -1.4175 5.1055 -2.1333  0.1149
55 S 1.7484 -1.9429 -0.2651  0.7176
56 C 3.2289 -1.5422 0.5505  -0.6672
57 C 4.1640 -2.6178 0.6926  -0.2387
58 N 4.8842 -3.5091 0.7790  0.2012
59 C 3.4404 -0.3131 1.0290  -0.6884
60 S 2.2968 0.9596 0.7982  0.7653
61 C 4.6079 0.0374 1.7847  -0.2402
62 N 5.5297 0.3242 2.4076  0.2034

***

[2]
This record from OMol25 describes a gas-phase ion, C7H16OP (charge +1). The level of theory is ωB97M-V with the def2-TZVPD basis set.

- LUMO level: -4.85 eV
- HOMO-LUMO gap: 9.55 eV
- Net charge: +1
- Spin multiplicity: 1
- Energy relative to the best compared isomer or geometry (same formula, charge and spin): 26.1 kcal/mol

Each line ends with the Löwdin charge.
Cartesian coordinates (Å):
1 C -1.6463 -0.8794 -0.3994  -0.3301
2 C -2.5084 -0.4785 -1.5229  -0.0444
3 C -0.8579 2.9354 0.1225  -0.1220
4 C 1.5221 -2.1457 -0.4739  -0.1548
5 C -0.8234 -0.0748 2.1730  -0.1837
6 C 0.2104 1.8185 0.1114  -0.3292
7 C 1.5629 -0.8670 0.3453  -0.2757
8 O -1.7034 -2.1855 0.0870  -0.0546
9 P -0.2018 0.0121 0.4803  1.0691
10 H -3.4602 -1.0285 -1.4869  0.1091
11 H -2.1548 -0.7056 -2.5343  0.1111
12 H -2.7297 0.6039 -1.3592  0.0899
13 H -0.2971 3.9462 -0.0821  0.1273
14 H -1.6785 2.8352 -0.6606  0.0942
15 H -1.2032 3.0049 1.0842  0.0238
16 H 0.8767 -2.9802 -0.1147  0.0812
17 H 1.3344 -1.8821 -1.5738  0.1004
18 H 2.6202 -2.5310 -0.4227  0.1154
19 H -0.9778 -1.1483 2.3025  0.0598
20 H -1.6875 0.4914 2.3021  0.0359
21 H -0.0097 0.2998 2.9346  0.1211
22 H 0.9656 1.9521 0.9616  0.1188
23 H 0.6445 1.8640 -0.8612  0.0700
24 H 2.3103 -0.1355 0.0496  0.0876
25 H 1.8321 -1.0559 1.3727  0.0798

***

[3]
This record from OMol25 describes a molecular structure, C7H18ClI2O4P2Ru. The level of theory is ωB97M-V with the def2-TZVPD basis set.

- LUMO level (spin up / spin down): -8.36 / -10.73 eV
- HOMO-LUMO gap (spin up / spin down): 6.52 / 4.65 eV
- Net charge: +2
- Spin multiplicity: 6
- ⟨S²⟩: 8.78

Each line ends with the Löwdin spin population.
Cartesian coordinates (Å):
1 I 0.5964 2.7141 2.8091  0.8831
2 I 1.6713 -2.1191 2.5358  0.6568
3 Ru 0.1934 0.3532 -1.6122  2.2362
4 P 2.4590 0.6502 -1.1661  0.0423
5 C 3.4421 1.0532 0.3388  0.0033
6 C 3.2636 -0.8187 -1.8086  0.0107
7 H 1.8494 1.9230 -3.0577  0.0068
8 H 3.6022 2.1432 -2.3834  0.0087
9 H 2.1597 2.9443 -1.5317  0.0019
10 C 2.5128 2.1157 -2.1811  0.0405
11 H 2.6660 -1.1844 -2.6689  0.0007
12 H 4.2537 -0.3929 -2.0643  0.0021
13 H 4.4210 1.3027 -0.1286  -0.0001
14 H 3.5026 0.1470 0.9877  0.0042
15 H 3.3186 -1.5490 -0.9749  0.0009
16 H 2.9661 1.9222 0.8561  0.0006
17 C 0.4878 0.2547 0.1800  0.0467
18 O 0.4521 0.4208 1.3450  0.1032
19 Cl 0.2547 -0.3366 -3.7154  0.3738
20 C -2.7317 1.2092 -0.3541  0.0095
21 O -1.9925 0.0776 -0.8575  0.0985
22 P -1.9645 -1.3539 0.0726  0.0700
23 O -3.4606 -1.8107 -0.0356  0.0268
24 C -4.6921 -1.6330 0.6890  0.0042
25 O -1.8399 -0.8715 1.6529  0.0783
26 C -1.1669 -1.5629 2.6640  0.2039
27 H -2.1333 2.0693 -0.7198  0.0059
28 H -2.7333 1.2546 0.7613  0.0003
29 H -3.7573 1.1925 -0.7765  0.0024
30 H -4.5889 -0.8174 1.3768  0.0005
31 H -5.4432 -1.3673 -0.0617  0.0007
32 H -4.8673 -2.5923 1.2008  0.0003
33 H -0.0692 -1.7672 2.2929  0.0668
34 H -1.5606 -2.5591 2.7309  0.0060
35 H -1.0711 -1.0116 3.6042  0.0034

***

[4]
This record from OMol25 describes 2 unconnected molecules or ions with the total composition C4H8OS. The level of theory is ωB97M-V with the def2-TZVPD basis set.

- LUMO level: 0.24 eV
- HOMO-LUMO gap: 7.78 eV
- Net charge: 0
- Spin multiplicity: 1
- Energy relative to the best compared isomer or geometry (same formula, charge and spin): 92.1 kcal/mol

Each line ends with the Löwdin charge.
Cartesian coordinates (Å):
1 C -1.6227 1.0002 -0.4818  -0.5857
2 C -0.3268 -1.5226 0.3864  -0.1429
3 C 1.1366 0.4829 0.3754  -0.2781
4 C 0.1104 -0.3077 -0.3532  -0.2616
5 O 1.0200 1.8552 0.0225  -0.0860
6 S -2.9703 0.3484 -0.0597  0.6651
7 H -1.1490 2.0173 -0.7740  0.0501
8 H -1.1330 -2.0655 -0.1037  0.0687
9 H -0.3809 -1.5340 1.4141  0.0545
10 H 0.4314 -2.1949 0.0196  0.0782
11 H 0.8166 0.3789 1.4052  0.1104
12 H 2.2131 -0.0295 0.1663  0.1704
13 H 0.2310 -0.5406 -1.3667  0.0858
14 H 1.6235 2.1118 -0.6503  0.0711

***

[5]
This record from OMol25 describes C24H27N3O in the gas phase. The level of theory is ωB97M-V with the def2-TZVPD basis set.

- LUMO level: 0.33 eV
- HOMO-LUMO gap: 8.36 eV
- Net charge: 0
- Spin multiplicity: 1
- SMILES string: CCn1ccnc1CN1CCC[C@@H](C(=O)c2ccc3c4c(cccc24)CC3)C1
- Energy relative to the best compared isomer or geometry (same formula, charge and spin): 1.4 kcal/mol

Each line ends with the Löwdin charge.
Cartesian coordinates (Å):
1 C 3.0075 -1.3675 -2.2171  -0.0652
2 C 2.8703 -2.5894 -3.1215  -0.1806
3 N 1.9534 -3.5509 -2.5701  -0.0490
4 C 2.2950 -4.6155 -1.7833  -0.0738
5 C 1.1265 -5.2320 -1.4457  -0.1495
6 N 0.0803 -4.5677 -1.9986  0.1030
7 C 0.5955 -3.5636 -2.6636  -0.3282
8 C -0.1933 -2.5649 -3.4358  -0.1179
9 N -0.1421 -1.2471 -2.8126  -0.1764
10 C -0.6644 -0.2106 -3.6844  -0.1970
11 C -0.4295 1.1588 -3.0540  -0.1686
12 C -1.1196 1.2356 -1.6979  -0.1418
13 C -0.6276 0.0812 -0.8126  -0.2292
14 C -1.4328 0.1347 0.4767  -0.3276
15 O -2.5754 -0.2629 0.5219  0.1138
16 C -0.7689 0.7866 1.6304  -0.0862
17 C 0.5323 0.4728 1.9734  -0.0092
18 C 1.1984 1.0443 3.0706  -0.0125
19 C 0.5374 1.9714 3.8291  -0.1535
20 C -0.7855 2.2991 3.4920  -0.0900
21 C -1.3315 3.2566 4.3634  -0.1616
22 C -2.6183 3.6709 4.1641  -0.0264
23 C -3.3431 3.1184 3.0902  -0.0646
24 C -2.8116 2.1833 2.2378  -0.0096
25 C -1.4886 1.7302 2.4198  -0.0821
26 C -0.2955 3.6273 5.3878  -0.1046
27 C 0.9441 2.7667 5.0361  -0.1028
28 C -0.8479 -1.2447 -1.5414  -0.1332
29 H 3.3580 -1.6643 -1.2310  0.0752
30 H 3.7178 -0.6649 -2.6452  0.0735
31 H 2.0357 -0.8885 -2.1242  0.0426
32 H 2.5050 -2.2778 -4.1036  0.1180
33 H 3.8395 -3.0808 -3.2496  0.1211
34 H 3.3149 -4.8409 -1.5465  0.1092
35 H 0.9691 -6.1054 -0.8456  0.0902
36 H 0.2188 -2.4747 -4.4469  0.1205
37 H -1.2243 -2.9447 -3.5132  0.1330
38 H -0.1403 -0.2687 -4.6429  0.1191
39 H -1.7437 -0.3481 -3.8750  0.1302
40 H -0.8123 1.9366 -3.7167  0.1122
41 H 0.6439 1.3130 -2.9271  0.1133
42 H -2.2005 1.1444 -1.8275  0.1271
43 H -0.9127 2.1930 -1.2141  0.1242
44 H 0.4368 0.2238 -0.6152  0.1292
45 H 1.0593 -0.2769 1.4004  0.1135
46 H 2.2115 0.7439 3.2941  0.1113
47 H -3.0856 4.4033 4.8060  0.1095
48 H -4.3607 3.4485 2.9378  0.1025
49 H -3.4077 1.7789 1.4353  0.1062
50 H -0.0676 4.6938 5.3402  0.1173
51 H -0.6560 3.4152 6.3960  0.1176
52 H 1.8138 3.3881 4.8147  0.1184
53 H 1.2178 2.1045 5.8596  0.1190
54 H -0.4654 -2.0703 -0.9363  0.1320
55 H -1.9303 -1.4021 -1.6781  0.1383

***

[6]
This record from OMol25 describes a molecular structure, C28H55FI3N5O9Si2. The level of theory is ωB97M-V with the def2-TZVPD basis set.

- LUMO level: 0.25 eV
- HOMO-LUMO gap: 8.38 eV
- Net charge: 0
- Spin multiplicity: 1

Each line ends with the Löwdin charge.
Cartesian coordinates (Å):
1 C -4.4704 -2.6123 1.6529  0.0194
2 C -3.7221 -1.6379 0.7092  -0.5015
3 O -2.5389 -1.5715 0.8204  0.1120
4 O -4.3723 -0.8222 -0.2097  -0.0389
5 C -4.2412 -1.3743 -1.5445  -0.1738
6 C -3.6725 -0.3176 -2.5916  -0.1251
7 C -2.8771 -1.1001 -3.6939  -0.2110
8 C -1.4830 -0.4979 -4.0941  -0.2040
9 C -0.6239 0.0404 -2.9036  -0.2844
10 C -0.5072 -0.9615 -1.6958  -0.2153
11 Si 1.2227 -1.3741 -1.0585  0.3949
12 C 2.6266 -1.2925 -2.3292  -0.2835
13 C 2.2259 -1.6010 -3.8319  -0.3806
14 C 2.7153 -0.4372 -4.7625  -0.6005
15 I 4.8983 -0.5363 -4.8972  0.7249
16 O 1.2634 -2.9629 -0.3789  -0.3923
17 Si 0.8167 -4.1379 -1.4872  0.6414
18 C -0.8789 -4.8523 -0.8600  -0.4592
19 O -1.0547 -4.8750 0.3235  0.0819
20 N -1.9367 -5.3403 -1.7691  0.1123
21 C -2.8303 -6.2026 -1.0216  -0.5183
22 O -2.7774 -7.3618 -1.0847  0.1899
23 F -3.8172 -5.6709 -0.2272  0.0886
24 C 1.5337 -0.2512 0.4715  -0.7106
25 I 1.4868 -1.1674 2.4434  0.9064
26 C 1.8042 1.0692 0.4420  -0.7990
27 C 2.0655 1.9007 1.7436  -0.2246
28 I 1.9456 2.1610 -1.3945  0.9734
29 H -4.5907 -2.1339 2.6525  0.0916
30 H -3.7827 -3.4784 1.8192  0.0868
31 H -5.4136 -3.0280 1.2409  0.0833
32 H -5.1798 -1.7846 -1.9682  0.1097
33 H -3.5262 -2.2300 -1.4664  0.0941
34 H -3.1135 0.5075 -2.1045  0.1059
35 H -4.5738 0.1423 -3.0714  0.1110
36 H -3.5105 -1.0821 -4.6201  0.1124
37 H -2.7371 -2.1801 -3.4691  0.0730
38 H -0.9053 -1.2962 -4.6366  0.1011
39 H -1.6364 0.3183 -4.8427  0.1099
40 H 0.3446 0.3930 -3.3310  0.0392
41 H -1.1226 0.9726 -2.5320  0.0923
42 H -1.0437 -0.4795 -0.8375  0.0836
43 H -1.1272 -1.8609 -1.9498  0.0656
44 H 3.3649 -2.0860 -2.0313  0.0889
45 H 3.2062 -0.3421 -2.3327  -0.0022
46 H 2.7753 -2.5235 -4.1546  0.0856
47 H 1.1439 -1.8303 -3.9475  0.0547
48 H 2.3068 -0.4937 -5.7902  0.0489
49 H 2.5079 0.5276 -4.2484  0.0131
50 H 0.6078 -3.6099 -2.8462  -0.0065
51 H 1.7630 -5.2549 -1.4507  -0.0123
52 H -2.5152 -4.5101 -1.9892  0.0999
53 H 1.9709 2.9802 1.4553  0.0515
54 H 3.1098 1.7298 2.0790  0.0651
55 H 1.3000 1.7196 2.5245  0.0324
56 C -0.0144 0.9008 5.6965  -0.0207
57 C 1.0974 1.9137 5.7952  -0.5571
58 O 2.2356 1.6674 5.4212  0.0128
59 N 0.8019 3.1328 6.3189  0.0102
60 C -0.4714 3.6192 6.8147  -0.0823
61 H 0.3747 -0.0171 5.2598  0.0372
62 H -0.4057 0.6733 6.6897  0.0846
63 H -0.8115 1.2785 5.0538  0.0865
64 H 1.5945 3.7547 6.3523  0.1234
65 H -0.7510 4.5019 6.2399  0.0695
66 H -0.3480 3.9040 7.8601  0.0838
67 H -1.2550 2.8707 6.7339  0.0737
68 C -3.7977 -5.4881 -4.4546  -0.0002
69 C -4.7844 -4.5279 -3.8410  -0.5056
70 O -4.4262 -3.5626 -3.1700  -0.0077
71 N -6.1038 -4.7552 -4.0487  0.0179
72 C -6.7235 -5.8276 -4.8031  -0.0670
73 H -2.7871 -5.1749 -4.2013  0.0695
74 H -3.9558 -6.4944 -4.0628  0.0915
75 H -3.8976 -5.4877 -5.5412  0.0912
76 H -6.7022 -4.0724 -3.6081  0.1453
77 H -7.3226 -5.3895 -5.6034  0.0853
78 H -7.3812 -6.3875 -4.1362  0.0867
79 H -5.9879 -6.5013 -5.2319  0.0761
80 C 6.1139 1.6970 -1.4345  -0.0179
81 C 5.9894 2.0209 0.0325  -0.5321
82 O 4.9117 2.0138 0.6090  0.0075
83 N 7.1246 2.3272 0.7158  0.0061
84 C 8.4841 2.3890 0.2178  -0.0781
85 H 5.1273 1.4752 -1.8361  0.0272
86 H 6.5244 2.5509 -1.9765  0.0891
87 H 6.7498 0.8212 -1.5754  0.0856
88 H 6.9619 2.5315 1.6905  0.1413
89 H 9.0947 1.6802 0.7808  0.0830
90 H 8.8712 3.3966 0.3833  0.0819
91 H 8.5408 2.1514 -0.8403  0.0731
92 C 0.2044 8.8447 6.2541  -0.0102
93 C 0.6963 7.4246 6.3664  -0.5442
94 O 0.2594 6.6523 7.2086  0.0214
95 N 1.6548 7.0136 5.4935  0.0085
96 C 2.2921 7.7722 4.4349  -0.0729
97 H -0.5538 9.0202 7.0138  0.0835
98 H 1.0269 9.5431 6.4174  0.0851
99 H -0.2426 9.0129 5.2729  0.0854
100 H 1.9345 6.0542 5.6277  0.1279
101 H 2.1081 7.2673 3.4847  0.0852
102 H 3.3677 7.7935 4.6200  0.0843
103 H 1.9161 8.7894 4.3806  0.0731

***

Which value of net charge does entry 5 give?
0

***

Please write out number 5 again, unchanged.
This record from OMol25 describes C24H27N3O in the gas phase. The level of theory is ωB97M-V with the def2-TZVPD basis set.

- LUMO level: 0.33 eV
- HOMO-LUMO gap: 8.36 eV
- Net charge: 0
- Spin multiplicity: 1
- SMILES string: CCn1ccnc1CN1CCC[C@@H](C(=O)c2ccc3c4c(cccc24)CC3)C1
- Energy relative to the best compared isomer or geometry (same formula, charge and spin): 1.4 kcal/mol

Each line ends with the Löwdin charge.
Cartesian coordinates (Å):
1 C 3.0075 -1.3675 -2.2171  -0.0652
2 C 2.8703 -2.5894 -3.1215  -0.1806
3 N 1.9534 -3.5509 -2.5701  -0.0490
4 C 2.2950 -4.6155 -1.7833  -0.0738
5 C 1.1265 -5.2320 -1.4457  -0.1495
6 N 0.0803 -4.5677 -1.9986  0.1030
7 C 0.5955 -3.5636 -2.6636  -0.3282
8 C -0.1933 -2.5649 -3.4358  -0.1179
9 N -0.1421 -1.2471 -2.8126  -0.1764
10 C -0.6644 -0.2106 -3.6844  -0.1970
11 C -0.4295 1.1588 -3.0540  -0.1686
12 C -1.1196 1.2356 -1.6979  -0.1418
13 C -0.6276 0.0812 -0.8126  -0.2292
14 C -1.4328 0.1347 0.4767  -0.3276
15 O -2.5754 -0.2629 0.5219  0.1138
16 C -0.7689 0.7866 1.6304  -0.0862
17 C 0.5323 0.4728 1.9734  -0.0092
18 C 1.1984 1.0443 3.0706  -0.0125
19 C 0.5374 1.9714 3.8291  -0.1535
20 C -0.7855 2.2991 3.4920  -0.0900
21 C -1.3315 3.2566 4.3634  -0.1616
22 C -2.6183 3.6709 4.1641  -0.0264
23 C -3.3431 3.1184 3.0902  -0.0646
24 C -2.8116 2.1833 2.2378  -0.0096
25 C -1.4886 1.7302 2.4198  -0.0821
26 C -0.2955 3.6273 5.3878  -0.1046
27 C 0.9441 2.7667 5.0361  -0.1028
28 C -0.8479 -1.2447 -1.5414  -0.1332
29 H 3.3580 -1.6643 -1.2310  0.0752
30 H 3.7178 -0.6649 -2.6452  0.0735
31 H 2.0357 -0.8885 -2.1242  0.0426
32 H 2.5050 -2.2778 -4.1036  0.1180
33 H 3.8395 -3.0808 -3.2496  0.1211
34 H 3.3149 -4.8409 -1.5465  0.1092
35 H 0.9691 -6.1054 -0.8456  0.0902
36 H 0.2188 -2.4747 -4.4469  0.1205
37 H -1.2243 -2.9447 -3.5132  0.1330
38 H -0.1403 -0.2687 -4.6429  0.1191
39 H -1.7437 -0.3481 -3.8750  0.1302
40 H -0.8123 1.9366 -3.7167  0.1122
41 H 0.6439 1.3130 -2.9271  0.1133
42 H -2.2005 1.1444 -1.8275  0.1271
43 H -0.9127 2.1930 -1.2141  0.1242
44 H 0.4368 0.2238 -0.6152  0.1292
45 H 1.0593 -0.2769 1.4004  0.1135
46 H 2.2115 0.7439 3.2941  0.1113
47 H -3.0856 4.4033 4.8060  0.1095
48 H -4.3607 3.4485 2.9378  0.1025
49 H -3.4077 1.7789 1.4353  0.1062
50 H -0.0676 4.6938 5.3402  0.1173
51 H -0.6560 3.4152 6.3960  0.1176
52 H 1.8138 3.3881 4.8147  0.1184
53 H 1.2178 2.1045 5.8596  0.1190
54 H -0.4654 -2.0703 -0.9363  0.1320
55 H -1.9303 -1.4021 -1.6781  0.1383